The following is a quantum chemistry calculation of 2 unconnected molecules or ions with the total composition H5NO, from the Open Molecules 2025 dataset.

XYZ file:
```
7
Properties=species:S:1:pos:R:3:forces:R:3:mulliken_charge:R:1
O -1.221 0.305 1.608 0.7 1.5 -0.3 -0.69
N 0.663 0.007 -0.761 0.4 0.7 -1.5 -0.78
H -1.548 -0.573 1.591 -0.4 -1.2 -0.1 0.29
H 1.209 0.819 -1.122 -0.9 -0.5 0.3 0.25
H 0.116 -0.343 -1.597 1.1 0.2 1.4 0.26
H 1.439 -0.617 -0.529 -0.7 -0.4 -0.2 0.24
H -0.658 0.403 0.810 -0.2 -0.3 0.4 0.42
```
Positions in Å, forces in eV/Å.

Values from the calculation:
E_tot ... -132.98848 Ha
Net charge ... 0
HOMO ... -10.68 eV
Lowest unoccupied orbital energy ... 0.82 eV
Kohn-Sham gap ... 11.51 eV
Energy relative to the best compared isomer or geometry (same formula, charge and spin) ... 2.8 kcal per mole
Spin multiplicity ... 1
SMILES ... N.O



The following is a quantum chemistry calculation of 2 unconnected molecules or ions with the total composition H5NO, from the Open Molecules 2025 dataset.

XYZ file:
```
7
Properties=species:S:1:pos:R:3:forces:R:3:mulliken_charge:R:1
O 0.210 2.251 0.412 -0.5 -0.1 0.0 -0.64
N -0.111 -2.164 -0.462 0.2 -0.1 -0.6 -0.62
H 0.587 -2.357 0.237 -0.2 -0.1 0.2 0.22
H 0.826 1.581 0.103 -0.1 0.0 0.0 0.32
H -0.944 -2.725 -0.388 0.1 0.0 0.3 0.21
H -0.333 -1.187 -0.501 -0.1 0.2 0.1 0.19
H -0.678 1.925 0.192 0.5 0.1 0.1 0.32
```
Positions in Å, forces in eV/Å.

Values from the calculation:
E_tot ... -132.98188 Ha
Net charge ... 0
HOMO ... -10.05 eV
Lowest unoccupied orbital energy ... 0.65 eV
Kohn-Sham gap ... 10.70 eV
Energy relative to the best compared isomer or geometry (same formula, charge and spin) ... 6.9 kcal per mole
Spin multiplicity ... 1
SMILES ... N.O



What is the formula in the first record?
H5NO